Formula: C24H68N4O12
Source: the OMol25 dataset
Level of theory: ωB97M-V/def2-TZVPD

- Max |F|: 2.75 eV/A
- Multiplicity: 2
- Relative energy (zero: lowest compared OMol25 entry of this formula, charge and spin): 26.9 kcal per mole
- Frontier orbital gap (alpha / beta): 1.798 / 8.705 eV
- E_HOMO (alpha / beta): 0.37 / -6.54 eV
- Charge: -1
- <S²>: 0.750

Last column: Mulliken spin population.
Positions of all 108 atoms, in Å:
O1 0.913100 -4.668374 -1.455584  0.332
O2 -1.256227 5.808884 -5.799397  0.000
O3 -2.025861 -4.542398 3.449770  0.204
O4 7.497639 0.676286 0.955866  -0.021
O5 1.298146 -0.459879 -2.410515  -0.022
O6 -1.343510 -1.893571 -2.613183  0.017
O7 -0.003917 -0.145800 -7.561958  -0.001
O8 3.002312 2.478479 0.634592  0.000
O9 2.310252 -6.243523 0.639558  0.301
O10 -8.560548 -0.557116 2.796725  -0.001
O11 -4.463979 0.112385 5.801108  -0.007
O12 0.513280 -0.746902 2.518534  -0.132
N1 5.070364 0.931514 2.112826  -0.024
N2 -5.649120 -0.937713 2.957384  -0.015
N3 -1.351589 1.952334 -5.997962  0.000
N4 1.332907 -2.004759 0.063477  -0.085
C1 -9.316321 0.269812 3.705373  0.000
C2 2.493134 -1.922086 -0.804289  0.331
C3 -1.773064 3.309370 -6.307751  0.000
C4 -0.289284 -0.134089 3.476007  -0.031
C5 2.002758 0.733883 -2.266596  0.000
C6 -4.264600 1.117748 6.843909  0.006
C7 4.127451 3.400925 0.514707  0.001
C8 5.725690 -0.341892 2.313160  0.158
C9 0.470499 0.287191 -6.255933  -0.005
C10 -7.923244 -1.738079 3.340588  -0.001
C11 0.526361 -1.437271 -7.937411  0.002
C12 7.235433 -0.215334 2.050354  -0.070
C13 2.969609 1.911256 1.924838  0.024
C14 -1.179992 4.490685 -5.325543  0.000
C15 -6.608223 -1.378754 3.979462  0.007
C16 1.735140 -2.486201 1.393920  -0.303
C17 8.836212 1.232210 0.884128  0.004
C18 -4.345577 -0.602013 3.498286  0.056
C19 0.704846 -2.185972 2.534770  0.534
C20 -2.522193 6.370268 -5.962138  0.000
C21 0.091603 1.777188 -6.049455  0.001
C22 3.690521 0.607670 2.026311  -0.156
C23 -4.234500 0.625441 4.467926  -0.004
C24 2.113597 -1.653741 -2.252540  0.089
H1 -1.646354 3.507837 -7.372011  0.000
H2 -6.081171 -0.090682 2.616847  -0.002
H3 7.568141 0.196561 3.003112  0.010
H4 3.294757 2.600144 2.704464  -0.003
H5 0.481551 2.343253 -6.895384  0.000
H6 -6.216179 -2.311790 4.384236  0.005
H7 5.274458 1.182926 1.156144  0.005
H8 -9.536612 -0.402174 4.534830  0.000
H9 7.649588 -1.206108 1.863442  -0.052
H10 4.312035 3.509586 -0.554040  0.000
H11 -1.341478 -0.415108 3.431060  0.000
H12 -0.287537 -2.553064 2.272994  0.034
H13 1.613652 -1.464816 -7.865765  0.000
H14 0.957397 -2.582944 3.517992  -0.174
H15 2.839298 0.754419 -2.965075  -0.004
H16 -3.241361 5.907855 -5.286074  0.000
H17 0.093244 -1.605556 -8.923410  0.000
H18 -3.336106 1.223224 4.314168  -0.003
H19 2.707763 -6.183008 1.508206  0.119
H20 -2.603227 -5.015716 2.850728  -0.045
H21 0.644717 2.249851 -5.237817  0.000
H22 -3.698650 -1.408352 3.843828  -0.022
H23 2.732279 -2.203829 1.731672  0.050
H24 5.483316 -0.770420 3.285639  0.036
H25 3.603633 0.064839 2.967519  0.017
H26 1.419196 -2.375041 -2.683396  -0.037
H27 -3.280069 1.581682 6.903620  -0.002
H28 2.159532 0.974740 -1.215160  0.001
H29 0.942236 -3.820731 -1.011859  -0.029
H30 -2.858703 3.372497 -6.233495  0.000
H31 2.681541 -7.040300 0.260699  -0.205
H32 -1.704402 1.249418 -6.631628  0.000
H33 8.867293 2.175373 1.429648  0.000
H34 -8.636513 1.045043 4.058894  0.000
H35 -5.071392 1.314707 4.580322  0.000
H36 9.520353 0.541670 1.377296  -0.002
H37 0.056929 -2.179643 -7.291947  -0.001
H38 5.329933 -1.067955 1.603016  0.111
H39 3.251313 -0.100248 1.323421  -0.022
H40 3.012643 -1.578859 -2.864276  0.011
H41 0.037358 -0.501898 4.448696  0.000
H42 1.549794 0.179394 -6.148258  0.000
H43 -4.958767 1.899678 6.536013  0.001
H44 5.047585 2.902796 0.820166  -0.001
H45 -0.531583 -1.930579 -2.107579  -0.002
H46 -2.028032 -2.124353 -1.985175  -0.006
H47 -0.114941 0.941850 3.483563  0.011
H48 -0.137624 4.239577 -5.129302  0.000
H49 -1.368545 -5.187845 3.709699  -0.064
H50 -2.880001 6.295287 -6.989006  0.000
H51 -2.351989 7.446250 -5.924807  0.000
H52 1.255832 1.433763 -2.641254  0.001
H53 3.889439 4.372079 0.948656  0.000
H54 -3.714654 -0.361201 2.642692  0.023
H55 -7.687713 -2.357344 2.475063  -0.003
H56 -4.577130 0.597481 7.749304  -0.001
H57 3.177342 -1.210841 -0.341600  -0.090
H58 9.187481 1.388461 -0.135814  -0.001
H59 -10.287646 0.557240 3.302876  0.000
H60 0.869830 -1.111274 -0.022284  0.005
H61 1.952436 1.686753 2.245859  0.008
H62 3.073094 -2.842873 -0.741928  -0.090
H63 0.030350 -0.301711 -5.451216  0.002
H64 -8.617571 -2.247142 4.009060  0.001
H65 1.385097 -5.261552 -0.871136  0.048
H66 1.763374 -3.569805 1.279466  0.173
H67 -1.620274 4.543978 -4.329842  0.000
H68 -6.848688 -0.693513 4.792306  -0.002

Atoms 1-6, force components in eV/Å:
-0.2 -0.1 -0.8
1.1 -0.3 -0.8
-0.2 0.4 0.2
0.4 0.0 -0.3
0.6 -1.5 0.2
-0.3 0.1 -0.3